{
  "formula": "CCl2NP",
  "method": "wB97M-V/def2-TZVPD",
  "relative_energy_kcal_mol": 157.93,
  "multiplicity": 1,
  "orbital_gap_ev": [8.037, 8.005],
  "homo_ev": [-10.12, -10.09],
  "symbols": ["C", "N", "P", "Cl", "Cl"],
  "positions_angstrom": [[-0.93622, 0.04807, 0.24302], [-2.49396, 0.08625, -0.47546], [0.70336, -0.02583, 0.81213], [1.29022, -1.62517, -0.29329], [1.43660, 1.51668, -0.28640]]
}

{
  "formula": "C19H30ClN3O4P",
  "method": "wB97M-V/def2-TZVPD",
  "multiplicity": 1,
  "charge": 1,
  "orbital_gap_ev": 7.356,
  "homo_ev": -10.77,
  "symbols": ["N", "C", "C", "O", "C", "C", "N", "C", "O", "C", "O", "N", "C", "P", "O", "Cl", "H", "H", "H", "H", "H", "H", "H", "H", "H", "H", "H", "H", "H", "H", "H", "H", "H", "H", "C", "C", "C", "C", "C", "C", "H", "H", "H", "H", "H", "H", "C", "C", "C", "C", "C", "C", "H", "H", "H", "H", "H", "H"],
  "positions_angstrom": [[-5.98160, 1.97258, 4.07586], [-5.67811, 2.72237, 2.87388], [-4.55974, 2.17288, 1.98887], [-4.49254, 2.87796, 0.76098], [-3.20744, 2.14286, 2.71289], [-2.01265, 2.01399, 1.77472], [-0.73980, 2.38721, 2.56088], [0.07811, 1.21976, 3.15125], [1.09776, 0.86577, 2.29654], [-0.82586, 0.00166, 3.38967], [0.05632, -0.98804, 3.83613], [-1.52777, -0.37211, 2.18995], [-1.70949, 0.64168, 1.16818], [-3.01410, 0.08438, -0.09380], [-2.43549, -1.38012, -0.40889], [-2.26970, 1.30337, -1.59643], [-6.01478, 0.97133, 3.93563], [-5.35301, 2.17289, 4.84121], [-5.42275, 3.74844, 3.16093], [-6.57258, 2.78892, 2.25237], [-4.81662, 1.15259, 1.70026], [-4.24266, 3.79975, 0.91454], [-3.11041, 3.06400, 3.30381], [-3.21516, 1.31415, 3.42178], [-2.07867, 2.75042, 0.97450], [-0.12136, 2.89852, 1.93092], [-0.98176, 3.03694, 3.31119], [0.44268, 1.56548, 4.12105], [1.55871, 1.60592, 1.88300], [-1.51015, 0.27587, 4.20707], [-0.38253, -1.58611, 4.45302], [-2.36147, -0.91157, 2.38504], [-0.78628, 0.74106, 0.58809], [-1.47891, -1.51035, -0.54093], [1.87461, -1.12829, -1.42251], [0.52657, -1.22441, -1.74768], [-0.02590, -2.45594, -2.08021], [0.77236, -3.59332, -2.08038], [2.11701, -3.49577, -1.75362], [2.67048, -2.26342, -1.42990], [2.30822, -0.16624, -1.17724], [-0.09702, -0.33813, -1.73502], [-1.06911, -2.53227, -2.36187], [0.34674, -4.55244, -2.34425], [2.74058, -4.38025, -1.76031], [3.72442, -2.18954, -1.19619], [6.82486, -2.03354, -5.32614], [6.94246, -0.78721, -4.72680], [5.84409, -0.21161, -4.10215], [4.63014, -0.88405, -4.07822], [4.51201, -2.13102, -4.67688], [5.61015, -2.70565, -5.30143], [7.68066, -2.48130, -5.81448], [7.88988, -0.26428, -4.74771], [5.93605, 0.76171, -3.63660], [3.76997, -0.43832, -3.59452], [3.56318, -2.65274, -4.65457], [5.51963, -3.67630, -5.77183]]
}

{
  "formula": "C40H35F3N7PPt",
  "method": "wB97M-V/def2-TZVPD",
  "relative_energy_kcal_mol": 34.59,
  "multiplicity": 5,
  "charge": 4,
  "orbital_gap_ev": [6.122, 2.986],
  "homo_ev": [-17.22, -17.89],
  "symbols": ["Pt", "C", "N", "C", "C", "N", "C", "C", "C", "C", "C", "C", "N", "C", "N", "C", "C", "C", "C", "C", "C", "N", "H", "H", "H", "H", "H", "H", "H", "H", "H", "H", "H", "H", "H", "H", "H", "N", "C", "C", "C", "C", "C", "C", "P", "C", "C", "C", "C", "C", "C", "C", "C", "C", "C", "C", "C", "H", "H", "H", "H", "H", "H", "H", "H", "H", "H", "H", "H", "H", "H", "H", "H", "F", "C", "F", "F", "C", "C", "C", "N", "C", "C", "H", "H", "H", "H"],
  "positions_angstrom": [[-0.51683, -0.20704, 0.28360], [-1.66733, -0.55237, 3.28090], [-0.36095, -0.84068, 2.67960], [0.08406, -2.22896, 2.83721], [-0.10438, -3.05465, 1.60394], [-0.43208, -2.58563, 0.40346], [-0.48548, -3.67251, -0.43540], [-0.83952, -3.79672, -1.78752], [-0.77353, -5.05252, -2.36439], [-0.37991, -6.17501, -1.63397], [-0.07817, -6.08697, -0.27331], [-0.13887, -4.82941, 0.30522], [0.07944, -4.38443, 1.59143], [-2.77461, -0.75960, 2.29727], [-2.62946, -0.53719, 0.99044], [-3.84816, -0.76590, 0.41574], [-4.29148, -0.64918, -0.91396], [-5.61319, -0.94215, -1.19003], [-6.49592, -1.33491, -0.18298], [-6.09044, -1.42115, 1.15519], [-4.76100, -1.14207, 1.43243], [-4.02699, -1.12286, 2.60329], [-1.83259, -1.15283, 4.18538], [-1.69917, 0.49927, 3.59035], [0.33702, -0.23097, 3.09524], [1.15081, -2.24417, 3.09276], [-0.44682, -2.71380, 3.66950], [-1.18844, -2.95238, -2.36216], [-1.03462, -5.17483, -3.40391], [-0.31002, -7.13049, -2.13039], [0.17961, -6.97484, 0.28172], [0.35939, -4.96958, 2.36803], [-3.61345, -0.32957, -1.68876], [-5.97944, -0.86157, -2.20257], [-7.51875, -1.57144, -0.43471], [-6.80248, -1.68031, 1.92499], [-4.39844, -1.30329, 3.52806], [-0.61222, -0.13890, -2.19353], [0.43447, 0.57870, -2.83399], [0.27571, 1.09805, -4.11752], [1.35934, 1.66330, -4.77176], [2.60380, 1.72898, -4.15851], [2.75988, 1.26509, -2.86300], [1.66797, 0.72932, -2.18318], [1.80719, 0.34506, -0.40481], [2.29660, 1.89552, 0.39487], [2.73429, 1.79359, 1.72494], [3.17913, 2.91180, 2.39969], [3.16434, 4.15070, 1.76349], [2.70418, 4.25892, 0.45105], [2.24881, 3.14372, -0.23200], [3.30959, -0.68665, -0.39427], [3.16764, -2.07244, -0.55686], [4.28097, -2.86921, -0.73092], [5.54962, -2.29233, -0.74573], [5.69408, -0.91508, -0.57618], [4.58675, -0.11444, -0.37075], [-0.40777, -1.14050, -2.21603], [-1.49727, 0.02613, -2.67229], [-0.67274, 1.01422, -4.62862], [1.24087, 2.01505, -5.78598], [3.44953, 2.15231, -4.68142], [3.72386, 1.33289, -2.38318], [2.72893, 0.82129, 2.20260], [3.53306, 2.82730, 3.41445], [3.51815, 5.02625, 2.28822], [2.72973, 5.21841, -0.04370], [1.90301, 3.23740, -1.25218], [2.18329, -2.51859, -0.53366], [4.16333, -3.93786, -0.83576], [6.42605, -2.91001, -0.89085], [6.67890, -0.46582, -0.61532], [4.72087, 0.94732, -0.20812], [-0.62583, 6.83514, 1.68545], [-1.73521, 6.26964, 1.19467], [-2.70807, 6.41257, 2.08759], [-2.06996, 6.89739, 0.07890], [-1.45766, 4.79185, 0.94845], [-1.46662, 4.24885, -0.32848], [-1.17633, 2.89856, -0.46081], [-0.87236, 2.12140, 0.57340], [-0.84709, 2.65747, 1.79093], [-1.14686, 3.98491, 2.03670], [-1.70110, 4.86105, -1.18790], [-1.18196, 2.43458, -1.43473], [-0.55838, 2.01067, 2.60475], [-1.14435, 4.38911, 3.04019]]
}